(1)
{"formula": "C25H48Cl3N4O4SiTm", "method": "ωB97M-V/def2-TZVPD", "relative_energy_ev": 5.817, "homo_energy_ev": [-6.72, -6.73], "homo_lumo_gap_ev": [7.16, 7.17], "s2": 2.002, "multiplicity": 3, "total_energy_ev": -115832.356, "elements": ["C", "C", "H", "H", "H", "C", "C", "H", "H", "H", "H", "Tm", "Cl", "Cl", "C", "O", "N", "C", "C", "H", "H", "H", "H", "H", "H", "H", "H", "H", "C", "C", "N", "H", "C", "O", "H", "H", "H", "H", "O", "C", "C", "C", "H", "C", "H", "C", "H", "C", "C", "H", "H", "H", "Si", "Cl", "C", "C", "C", "H", "H", "H", "H", "H", "H", "H", "H", "H", "C", "N", "C", "C", "O", "N", "C", "C", "H", "H", "H", "H", "H", "H", "H", "H", "H", "H", "H", "H"], "positions_angstrom": [[-3.14, 0.36, -4.19], [-2.36, -0.40, -5.21], [-3.41, 1.35, -4.56], [-2.55, 0.51, -3.29], [-4.06, -0.15, -3.90], [-2.38, -0.18, -6.52], [-3.17, 0.84, -7.27], [-1.75, -0.81, -7.14], [-3.23, 1.77, -6.71], [-4.20, 0.50, -7.42], [-2.75, 1.07, -8.25], [0.28, 1.01, 3.24], [-0.98, -0.27, 4.68], [-1.21, 0.87, 1.50], [0.55, -1.64, 2.14], [1.23, -0.69, 2.56], [1.09, -2.75, 1.62], [2.45, -2.77, 1.13], [0.32, -3.97, 1.51], [-0.54, -1.63, 2.19], [2.98, -1.92, 1.54], [2.46, -2.70, 0.04], [2.94, -3.69, 1.42], [-0.65, -3.83, 1.98], [0.83, -4.79, 2.00], [0.16, -4.23, 0.46], [-0.65, 4.97, 0.59], [0.39, 2.90, -0.78], [0.34, 5.14, 1.00], [1.31, 3.39, -0.46], [1.14, 3.94, 0.87], [0.25, 5.41, 2.05], [1.53, 3.25, 1.94], [1.62, 2.01, 1.98], [2.10, 2.64, -0.44], [1.80, 3.87, 2.80], [0.81, 5.96, 0.46], [1.56, 4.18, -1.16], [-0.16, -1.00, -4.40], [-1.47, -1.49, -4.66], [-0.33, -2.85, -6.47], [-1.40, -2.66, -5.61], [0.50, -2.15, -6.44], [-0.31, -3.93, -7.34], [-1.91, -1.84, -3.72], [-2.46, -3.57, -5.64], [0.54, -4.07, -8.01], [-1.36, -4.83, -7.37], [-2.44, -4.65, -6.51], [-3.30, -3.42, -4.98], [-1.35, -5.67, -8.05], [-3.26, -5.35, -6.52], [0.75, -1.39, -3.06], [-0.50, 3.05, 4.04], [2.51, -0.98, -3.57], [0.59, -3.21, -2.65], [0.27, -0.36, -1.57], [2.72, -1.35, -4.57], [3.23, -1.42, -2.88], [2.67, 0.10, -3.57], [0.38, 0.71, -1.78], [0.90, -0.60, -0.71], [-0.77, -0.54, -1.28], [0.70, -3.84, -3.54], [-0.38, -3.44, -2.20], [1.35, -3.52, -1.94], [2.94, 1.92, 5.75], [1.89, 2.18, 6.74], [2.36, 2.62, 8.05], [0.56, 1.98, 6.35], [0.45, 1.60, 5.14], [-0.58, 2.19, 7.16], [-0.63, 2.69, 8.54], [-1.93, 1.89, 6.69], [3.97, 2.10, 6.13], [2.80, 2.59, 4.87], [2.90, 0.86, 5.42], [2.02, 3.66, 8.24], [2.06, 1.89, 8.83], [3.46, 2.68, 8.11], [-1.26, 3.60, 8.57], [-1.10, 1.92, 9.19], [0.27, 2.96, 9.06], [-2.20, 2.43, 5.77], [-2.08, 0.80, 6.60], [-2.72, 2.18, 7.42]]}

(2)
{"formula": "C25H48GeN5S4SbSi3V", "method": "ωB97M-V/def2-TZVPD", "relative_energy_ev": 1.928, "homo_energy_ev": [-1.58, -1.66], "homo_lumo_gap_ev": [5.71, 5.78], "s2": 3.787, "multiplicity": 4, "total_energy_ev": -189874.171, "charge": -2, "elements": ["V", "S", "Sb", "S", "S", "S", "C", "C", "C", "C", "C", "H", "H", "H", "H", "H", "H", "H", "H", "H", "H", "C", "C", "N", "C", "C", "N", "C", "N", "N", "N", "C", "C", "C", "C", "C", "C", "H", "H", "H", "H", "H", "H", "H", "H", "H", "H", "H", "C", "Si", "C", "C", "Ge", "Si", "C", "C", "C", "Si", "C", "C", "C", "H", "H", "H", "H", "H", "H", "H", "H", "H", "H", "H", "H", "H", "H", "H", "H", "H", "H", "H", "H", "H", "H", "H", "H", "H", "H", "H"], "positions_angstrom": [[-0.11, 0.06, 0.64], [-2.08, 5.64, -1.51], [-0.32, 5.07, -0.20], [-0.62, 1.78, 2.18], [-1.19, 2.18, 0.20], [1.59, 5.05, -1.55], [3.15, -2.14, -0.44], [1.65, -2.50, -0.42], [1.52, -4.00, -0.12], [1.05, -2.20, -1.80], [0.98, -1.68, 0.65], [3.68, -2.78, -1.15], [3.59, -2.26, 0.54], [3.29, -1.10, -0.75], [2.00, -4.59, -0.91], [0.48, -4.31, -0.06], [2.01, -4.24, 0.83], [1.54, -2.78, -2.59], [1.18, -1.14, -2.04], [-0.02, -2.41, -1.81], [1.31, -2.03, 1.64], [1.38, 1.82, -2.17], [2.19, 1.66, -0.94], [1.81, 1.08, 0.18], [2.88, 1.11, 1.03], [3.94, 1.70, 0.42], [3.48, 2.07, -0.83], [4.21, 2.79, -1.85], [5.42, 3.35, -1.33], [6.60, 2.81, -1.71], [7.57, 3.43, -1.14], [7.03, 4.41, -0.33], [7.65, 5.34, 0.51], [6.83, 6.19, 1.21], [5.42, 6.13, 1.09], [4.79, 5.22, 0.27], [5.64, 4.37, -0.44], [0.45, 1.27, -2.06], [1.91, 1.44, -3.05], [1.13, 2.87, -2.32], [2.80, 0.73, 2.04], [4.92, 1.95, 0.76], [3.55, 3.57, -2.25], [4.53, 2.11, -2.65], [8.73, 5.37, 0.60], [7.26, 6.93, 1.87], [4.81, 6.82, 1.66], [3.71, 5.18, 0.17], [-2.50, -1.03, -2.98], [-3.64, -0.87, -1.48], [-5.04, -2.13, -1.78], [-4.46, 0.82, -1.57], [-2.42, -1.22, 0.54], [-3.92, -0.43, 2.22], [-3.17, -0.75, 3.93], [-5.61, -1.31, 2.24], [-4.37, 1.39, 2.08], [-2.52, -3.60, 0.78], [-1.32, -4.20, 2.12], [-4.19, -4.36, 1.28], [-2.11, -4.51, -0.84], [-3.04, -0.79, -3.90], [-2.10, -2.05, -3.08], [-1.65, -0.34, -2.90], [-5.55, -1.89, -2.72], [-5.78, -2.08, -0.98], [-4.67, -3.15, -1.84], [-4.80, 1.01, -2.59], [-3.78, 1.62, -1.28], [-5.33, 0.86, -0.91], [-3.03, -1.82, 4.09], [-3.82, -0.37, 4.72], [-2.20, -0.25, 4.00], [-5.55, -2.35, 2.56], [-6.09, -1.28, 1.26], [-6.26, -0.78, 2.95], [-3.50, 2.02, 1.97], [-4.91, 1.68, 3.00], [-5.04, 1.56, 1.24], [-1.79, -4.13, 3.10], [-0.41, -3.60, 2.14], [-1.03, -5.25, 1.96], [-4.39, -4.21, 2.34], [-4.15, -5.44, 1.09], [-5.03, -3.95, 0.71], [-1.33, -4.04, -1.43], [-3.01, -4.55, -1.46], [-1.81, -5.54, -0.62]]}

(3)
{"formula": "C25H48N2O21", "method": "ωB97M-V/def2-TZVPD", "homo_energy_ev": -10.51, "homo_lumo_gap_ev": 10.72, "smiles": "COC(=O)OC.COC(=O)OC.COC(=O)OC.COC(=O)OC.COC(=O)OC.COC(=O)OC.COC(=O)OC.CC#N.CC#N", "total_energy_ev": -72676.033, "elements": ["C", "O", "C", "O", "O", "C", "H", "H", "H", "H", "H", "H", "C", "O", "C", "O", "O", "C", "H", "H", "H", "H", "H", "H", "C", "O", "C", "O", "O", "C", "H", "H", "H", "H", "H", "H", "C", "O", "C", "O", "O", "C", "H", "H", "H", "H", "H", "H", "C", "O", "C", "O", "O", "C", "H", "H", "H", "H", "H", "H", "C", "O", "C", "O", "O", "C", "H", "H", "H", "H", "H", "H", "C", "O", "C", "O", "O", "C", "H", "H", "H", "H", "H", "H", "C", "C", "N", "H", "H", "H", "C", "C", "N", "H", "H", "H"], "positions_angstrom": [[1.36, -2.32, 5.41], [1.30, -2.95, 4.17], [1.38, -4.32, 4.04], [1.52, -5.11, 4.94], [1.29, -4.58, 2.70], [1.47, -5.83, 2.18], [0.73, -1.43, 5.36], [2.38, -2.11, 5.75], [0.79, -2.94, 6.10], [1.11, -6.04, 1.17], [1.00, -6.57, 2.83], [2.54, -6.05, 2.16], [-7.49, 6.65, 3.51], [-6.44, 5.79, 3.11], [-5.21, 6.02, 3.48], [-4.75, 7.01, 4.06], [-4.51, 4.88, 3.22], [-3.14, 4.76, 3.55], [-8.49, 6.35, 3.20], [-7.32, 7.65, 3.13], [-7.57, 6.70, 4.59], [-2.51, 5.58, 3.18], [-2.78, 3.83, 3.10], [-2.99, 4.77, 4.63], [6.47, 4.90, -2.84], [6.56, 3.53, -3.28], [7.18, 2.63, -2.59], [7.70, 2.78, -1.45], [7.22, 1.49, -3.38], [8.21, 0.54, -3.17], [5.97, 4.94, -1.87], [5.78, 5.39, -3.52], [7.41, 5.45, -2.81], [7.91, -0.07, -2.32], [9.19, 1.01, -3.05], [8.36, -0.14, -4.01], [0.34, 6.39, -0.64], [1.42, 6.08, 0.22], [1.78, 4.86, 0.47], [1.28, 3.89, -0.08], [2.77, 4.92, 1.38], [3.42, 3.71, 1.73], [-0.43, 5.62, -0.70], [0.79, 6.56, -1.61], [-0.09, 7.33, -0.30], [4.18, 3.52, 0.97], [2.75, 2.85, 1.80], [4.00, 3.72, 2.65], [-2.40, -4.98, -2.16], [-3.73, -5.35, -2.09], [-4.63, -4.74, -1.22], [-4.37, -3.89, -0.39], [-5.77, -5.40, -1.34], [-6.90, -5.12, -0.46], [-1.87, -4.81, -1.22], [-2.35, -4.01, -2.65], [-1.68, -5.60, -2.69], [-7.54, -6.00, -0.46], [-7.55, -4.32, -0.82], [-6.62, -4.87, 0.56], [5.39, -1.57, 0.71], [4.73, -2.24, -0.41], [3.38, -2.17, -0.78], [2.88, -2.91, -1.64], [2.68, -1.19, -0.05], [1.32, -1.04, -0.36], [5.12, -0.52, 0.54], [6.45, -1.67, 0.47], [5.03, -1.92, 1.67], [0.55, -1.69, 0.06], [1.21, -0.92, -1.44], [0.90, -0.13, 0.06], [-5.98, 0.93, -0.18], [-6.78, 0.46, -1.30], [-8.14, 0.65, -1.28], [-8.76, 1.11, -0.33], [-8.65, 0.26, -2.40], [-10.01, 0.29, -2.68], [-6.11, 2.00, -0.01], [-4.91, 0.84, -0.35], [-6.32, 0.48, 0.76], [-10.19, -0.26, -3.60], [-10.18, 1.34, -2.94], [-10.71, -0.13, -1.96], [1.13, 0.25, -6.50], [-0.26, 0.19, -6.00], [-1.35, 0.21, -5.60], [1.46, -0.78, -6.32], [1.75, 1.09, -6.20], [1.03, 0.31, -7.58], [7.11, -7.62, 1.53], [8.25, -6.65, 1.60], [9.12, -5.85, 1.66], [6.56, -7.60, 2.47], [7.50, -8.64, 1.45], [6.37, -7.49, 0.74]]}

(4)
{"formula": "C25H48N5O6SW", "method": "ωB97M-V/def2-TZVPD", "relative_energy_ev": 0.134, "homo_energy_ev": -17.23, "homo_lumo_gap_ev": 7.38, "total_energy_ev": -59079.087, "charge": 3, "elements": ["W", "C", "C", "C", "C", "C", "C", "N", "C", "C", "N", "C", "C", "O", "O", "C", "C", "C", "C", "C", "C", "N", "C", "C", "N", "C", "C", "O", "O", "H", "H", "H", "H", "H", "H", "H", "H", "H", "H", "H", "H", "H", "H", "H", "H", "H", "H", "H", "H", "H", "H", "H", "H", "H", "H", "H", "H", "H", "H", "H", "H", "H", "H", "H", "H", "H", "H", "H", "O", "C", "O", "C", "N", "C", "C", "C", "H", "H", "H", "H", "H", "H", "H", "H", "H", "S"], "positions_angstrom": [[-0.48, 0.18, -1.53], [1.60, -5.08, 1.27], [1.66, -3.56, 1.43], [1.02, -3.12, 2.75], [1.31, -1.69, 3.24], [0.66, -1.48, 4.60], [2.80, -1.39, 3.28], [0.64, -0.73, 2.24], [0.75, 0.73, 2.53], [0.49, 1.70, 1.38], [-0.78, 1.57, 0.59], [-0.94, 2.85, -0.14], [-1.65, 2.69, -1.47], [-1.85, 3.55, -2.26], [-1.96, 1.36, -1.76], [-1.96, 1.31, 1.51], [-2.35, 2.52, 2.35], [-3.17, 0.73, 0.79], [-3.15, -0.79, 0.58], [-4.38, -1.19, -0.24], [-3.26, -1.46, 1.96], [-1.90, -1.26, -0.26], [-1.42, -2.61, 0.24], [-0.15, -3.27, -0.30], [1.13, -2.79, 0.26], [2.12, -2.54, -0.76], [2.12, -1.11, -1.24], [2.84, -0.56, -1.99], [1.06, -0.34, -0.58], [2.25, -5.55, 2.01], [1.94, -5.40, 0.29], [0.60, -5.48, 1.44], [2.71, -3.29, 1.48], [1.42, -3.78, 3.53], [-0.06, -3.31, 2.75], [1.06, -2.21, 5.30], [-0.43, -1.64, 4.56], [0.86, -0.49, 5.01], [3.31, -2.21, 3.77], [3.03, -0.49, 3.85], [3.23, -1.28, 2.28], [-0.35, -0.98, 2.22], [0.97, -0.99, 1.29], [1.77, 0.92, 2.86], [0.10, 0.93, 3.38], [1.32, 1.68, 0.68], [0.51, 2.68, 1.86], [0.04, 3.26, -0.37], [-1.49, 3.62, 0.40], [-1.60, 0.55, 2.20], [-2.98, 3.22, 1.80], [-1.49, 3.07, 2.75], [-2.94, 2.17, 3.20], [-3.38, 1.26, -0.13], [-4.03, 0.92, 1.43], [-5.29, -0.94, 0.30], [-4.40, -2.26, -0.43], [-4.41, -0.66, -1.19], [-4.10, -1.01, 2.48], [-2.40, -1.33, 2.62], [-3.47, -2.53, 1.89], [-2.38, -1.51, -1.12], [-2.24, -3.31, 0.06], [-1.32, -2.55, 1.31], [-0.10, -3.22, -1.39], [-0.28, -4.33, -0.07], [2.04, -3.17, -1.65], [3.13, -2.70, -0.38], [1.21, 0.73, -4.48], [0.91, 1.65, -3.78], [0.53, 1.54, -2.48], [0.87, 3.09, -4.24], [1.38, 3.13, -5.67], [2.64, 3.99, -5.67], [2.39, 4.95, -4.54], [1.77, 4.07, -3.45], [-0.17, 3.41, -4.24], [0.68, 3.55, -6.28], [1.55, 2.18, -5.99], [2.76, 4.42, -6.66], [3.47, 3.31, -5.47], [1.68, 5.73, -4.85], [3.30, 5.45, -4.22], [1.19, 4.62, -2.73], [2.55, 3.51, -2.93], [-0.68, -1.20, -3.08]]}

(5)
{"formula": "C25H49AuN8O2P", "method": "ωB97M-V/def2-TZVPD", "relative_energy_ev": 0.000, "homo_energy_ev": -4.12, "homo_lumo_gap_ev": 6.92, "total_energy_ev": -55717.101, "charge": -1, "elements": ["Au", "C", "C", "N", "O", "C", "C", "N", "O", "H", "H", "H", "H", "H", "H", "H", "N", "P", "N", "C", "C", "C", "C", "C", "N", "C", "C", "C", "C", "C", "N", "C", "C", "C", "C", "C", "H", "H", "H", "H", "H", "H", "H", "H", "H", "H", "H", "H", "H", "H", "H", "H", "H", "H", "H", "H", "H", "H", "H", "H", "H", "H", "H", "H", "H", "H", "C", "C", "N", "C", "C", "N", "C", "C", "H", "H", "H", "H", "H", "H", "H", "H", "H", "H", "H", "H"], "positions_angstrom": [[-0.64, -0.22, 0.99], [3.37, 0.24, -0.54], [2.46, -0.69, 0.22], [1.83, -1.67, -0.29], [2.03, -1.77, -1.68], [2.27, -0.43, 1.66], [3.49, -0.25, 2.51], [1.08, -0.24, 2.14], [0.94, 0.10, 3.38], [3.19, 0.17, -1.61], [4.41, -0.01, -0.34], [3.18, 1.26, -0.19], [1.35, -2.41, -1.92], [4.25, -0.99, 2.27], [3.19, -0.35, 3.55], [3.94, 0.74, 2.38], [-2.33, -0.11, -0.06], [-3.38, 0.95, -0.33], [-4.86, 0.39, -0.95], [-4.74, -0.40, -2.18], [-6.10, -0.55, -2.85], [-7.09, -1.20, -1.88], [-7.13, -0.43, -0.56], [-5.73, -0.28, 0.01], [-3.85, 1.88, 1.00], [-4.80, 2.97, 0.92], [-4.32, 4.15, 1.77], [-4.08, 3.71, 3.21], [-3.14, 2.50, 3.26], [-3.66, 1.38, 2.36], [-3.01, 2.06, -1.56], [-3.93, 2.86, -2.35], [-3.50, 2.89, -3.82], [-2.06, 3.39, -3.94], [-1.13, 2.55, -3.06], [-1.64, 2.53, -1.62], [-4.32, -1.39, -1.95], [-4.03, 0.10, -2.84], [-6.01, -1.14, -3.76], [-6.47, 0.45, -3.14], [-6.78, -2.23, -1.69], [-8.09, -1.25, -2.33], [-7.77, -0.95, 0.16], [-7.55, 0.56, -0.73], [-5.32, -1.27, 0.27], [-5.76, 0.31, 0.93], [-5.79, 2.65, 1.28], [-4.92, 3.27, -0.11], [-5.06, 4.96, 1.73], [-3.39, 4.53, 1.34], [-5.04, 3.43, 3.66], [-3.67, 4.53, 3.80], [-3.04, 2.13, 4.28], [-2.15, 2.78, 2.91], [-4.62, 1.01, 2.76], [-2.96, 0.55, 2.32], [-3.96, 3.90, -1.99], [-4.93, 2.44, -2.25], [-4.17, 3.54, -4.38], [-3.58, 1.88, -4.24], [-2.01, 4.43, -3.62], [-1.73, 3.36, -4.98], [-0.11, 2.94, -3.09], [-1.10, 1.52, -3.42], [-1.57, 3.55, -1.19], [-1.02, 1.87, -1.02], [0.33, 3.01, 1.74], [-0.04, 4.46, 2.16], [1.09, 5.37, 1.93], [1.37, 5.40, 0.49], [1.62, 3.96, -0.03], [1.64, 3.02, 1.08], [2.65, 3.45, 2.05], [2.26, 4.84, 2.63], [-0.40, 2.58, 1.06], [0.40, 2.34, 2.60], [-0.32, 4.52, 3.21], [-0.89, 4.83, 1.57], [2.25, 6.04, 0.33], [0.53, 5.87, -0.02], [2.58, 3.89, -0.57], [0.83, 3.65, -0.72], [3.62, 3.48, 1.55], [2.70, 2.69, 2.84], [3.08, 5.56, 2.53], [2.01, 4.77, 3.69]]}

no.,strongest force on any atom (eV/A)
1,10.58
2,0.64
3,4.42
4,0.69
5,0.24